Record 1
This record from the OMol25 dataset describes a structure of composition C30H20F12N3O2RuSe2. The level of theory is ωB97M-V/def2-TZVPD.

Computed properties:
E_tot: -7566.07054 Eh
2S+1: 2
⟨S²⟩: 0.8036
lowest unoccupied orbital energy (alpha / beta): -2.72 / -2.75 eV
total charge: 0
orbital gap (alpha / beta): 0.1683 / 0.1662 Eh
max |F|: 2.48 eV/A
molar mass: 941.5 g/mol

Geometry as XYZ:
```
70
C30H20F12N3O2RuSe2 ωB97M-V/def2-TZVPD
Ru -0.141 -1.360 -0.365
C 4.436 3.767 -1.842
C 3.244 2.902 -1.598
C 1.953 3.418 -1.555
C 0.902 2.621 -1.177
C 1.063 1.261 -0.824
N 0.010 0.579 -0.284
C -0.967 1.277 0.401
C -0.570 2.306 1.270
C -1.471 3.063 1.978
C -2.836 2.848 1.833
C -3.857 3.689 2.531
C -3.245 1.798 1.021
C -2.350 0.992 0.334
C -2.856 -0.160 -0.532
O -2.138 -1.304 -0.414
C -2.820 0.317 -2.016
F -3.612 -0.384 -2.829
F -3.161 1.604 -2.165
F -1.569 0.179 -2.498
C -4.314 -0.591 -0.219
F -4.602 -1.730 -0.848
F -5.253 0.292 -0.599
F -4.495 -0.816 1.085
C 2.348 0.696 -1.071
C 3.399 1.532 -1.416
C 2.604 -0.812 -1.025
O 1.841 -1.542 -0.182
C 2.335 -1.344 -2.467
F 1.020 -1.182 -2.766
F 3.023 -0.738 -3.433
F 2.557 -2.659 -2.574
C 4.070 -1.174 -0.664
F 4.167 -2.455 -0.318
F 4.954 -0.996 -1.659
F 4.510 -0.456 0.375
H 4.178 4.817 -1.743
H 4.835 3.597 -2.840
H 5.222 3.535 -1.126
H 1.782 4.457 -1.803
H -0.093 3.037 -1.133
H 0.487 2.485 1.380
H -1.106 3.837 2.635
H -3.496 4.705 2.669
H -4.077 3.274 3.515
H -4.784 3.709 1.963
H -4.307 1.640 0.919
H 4.390 1.136 -1.559
Se 1.135 -3.739 1.414
Se -1.667 -2.650 2.100
C -0.664 -1.246 2.846
C -0.930 -0.729 4.114
C -0.077 0.232 4.618
C 1.022 0.628 3.866
C 1.211 0.056 2.619
N 0.372 -0.836 2.123
C 0.399 -4.253 -0.222
C 0.505 -5.554 -0.717
C -0.155 -5.874 -1.882
C -0.904 -4.896 -2.534
C -0.936 -3.624 -2.001
N -0.295 -3.315 -0.875
H -1.774 -1.096 4.677
H -0.261 0.669 5.589
H 1.721 1.351 4.252
H 2.064 0.296 1.995
H 1.083 -6.278 -0.166
H -0.104 -6.872 -2.284
H -1.449 -5.123 -3.435
H -1.505 -2.818 -2.458
```



Record 2
This record from the OMol25 dataset describes a structure of composition C30H21Cl2F9IrN4O3P. The level of theory is ωB97M-V/def2-TZVPD.

Computed properties:
E_tot: -3865.44770 Eh
2S+1: 5
⟨S²⟩: 6.0246
energy above the lowest of the compared OMol25 structures with the same formula, charge and spin: 84.6 kJ/mol
lowest unoccupied orbital energy (alpha / beta): -0.10 / -2.36 eV
total charge: 0
orbital gap (alpha / beta): 0.2689 / 0.2241 Eh
max |F|: 0.69 eV/A
molar mass: 950.6 g/mol

Geometry as XYZ:
```
71
C30H21Cl2F9IrN4O3P ωB97M-V/def2-TZVPD
Ir 0.343 -0.193 -0.476
Cl 6.671 -2.915 0.528
C 5.008 -2.764 0.101
C 4.501 -1.535 -0.178
C 3.131 -1.373 -0.493
N 2.552 -0.176 -0.729
C 3.339 0.771 -1.357
O 4.258 0.477 -2.100
C 3.083 2.241 -1.101
C 3.954 3.132 -1.722
C 3.818 4.483 -1.468
C 2.819 4.896 -0.603
C 1.998 3.932 -0.040
N 2.115 2.627 -0.276
C 2.288 -2.545 -0.538
C 2.859 -3.818 -0.269
C 4.175 -3.923 0.052
Cl 4.840 -5.472 0.408
N 0.997 -2.322 -0.803
C 0.143 -3.335 -1.180
O 0.471 -4.398 -1.669
C -1.304 -3.037 -0.891
C -2.249 -4.044 -0.993
C -3.537 -3.777 -0.558
C -3.813 -2.534 -0.012
C -2.803 -1.584 0.032
N -1.583 -1.821 -0.431
H 5.149 -0.674 -0.135
H 4.715 2.742 -2.380
H 4.483 5.199 -1.931
H 2.672 5.939 -0.361
H 1.206 4.234 0.633
H 2.243 -4.701 -0.310
H -1.947 -5.007 -1.380
H -4.305 -4.536 -0.617
H -4.791 -2.290 0.379
H -2.972 -0.613 0.476
F 2.013 0.885 2.239
C 1.166 0.624 3.237
F 0.597 1.791 3.585
F 1.885 0.197 4.283
C 0.075 -0.393 2.775
O -0.396 -0.071 1.555
C 0.684 -1.828 2.830
F 0.782 -2.314 4.072
F 1.921 -1.824 2.304
F -0.049 -2.687 2.116
C -1.123 -0.334 3.773
F -0.740 -0.265 5.053
F -1.897 0.731 3.528
F -1.900 -1.420 3.636
C -0.706 2.720 -2.175
P -1.161 1.620 -0.796
C -1.133 2.655 0.685
C -2.927 1.349 -1.122
C -3.290 0.728 -2.316
C -4.619 0.464 -2.599
C -5.606 0.812 -1.685
C -5.254 1.423 -0.493
C -3.920 1.691 -0.210
H -1.011 2.262 -3.116
H 0.370 2.859 -2.188
H -1.210 3.684 -2.078
H -1.607 3.623 0.510
H -0.099 2.770 0.995
H -1.632 2.119 1.489
H -2.527 0.416 -3.021
H -4.884 -0.024 -3.528
H -6.645 0.606 -1.904
H -6.015 1.693 0.227
H -3.666 2.153 0.734
```



Record 3
This record from the OMol25 dataset describes a structure of composition C30H21Cl5NP2Pd. The level of theory is ωB97M-V/def2-TZVPD.

Computed properties:
E_tot: -4321.03475 Eh
lowest unoccupied orbital energy (alpha / beta): -13.21 / -13.25 eV
total charge: +3
orbital gap (alpha / beta): 0.1190 / 0.1160 Eh
max |F|: 1.24 eV/A
molar mass: 741.1 g/mol

Geometry as XYZ:
```
60
C30H21Cl5NP2Pd ωB97M-V/def2-TZVPD
Pd -0.624 -0.154 0.378
N -2.587 -1.056 2.281
P -1.075 -0.381 2.587
C 0.118 -1.657 2.907
C -0.246 -3.010 2.917
C 0.719 -3.970 3.164
C 2.037 -3.591 3.384
C 2.404 -2.249 3.366
C 1.452 -1.278 3.122
C -1.185 0.821 3.873
C -0.785 0.407 5.150
C -0.960 1.265 6.225
C -1.515 2.521 6.028
C -1.897 2.937 4.756
C -1.733 2.093 3.675
P -2.555 -1.440 0.635
C -3.218 -0.127 -0.381
C -3.095 1.218 0.048
C -3.309 2.258 -0.855
C -3.653 1.970 -2.162
C -3.783 0.644 -2.589
C -3.551 -0.400 -1.721
C -3.137 -3.036 0.190
C -2.223 -4.052 -0.107
C -2.701 -5.306 -0.446
C -4.071 -5.538 -0.479
C -4.978 -4.524 -0.184
C -4.520 -3.262 0.147
H -3.383 -1.036 2.910
H -1.280 -3.303 2.778
H 0.444 -5.015 3.204
H 2.785 -4.348 3.583
H 3.431 -1.967 3.555
H 1.729 -0.230 3.122
H -0.356 -0.574 5.310
H -0.662 0.950 7.216
H -1.648 3.186 6.871
H -2.316 3.924 4.613
H -1.996 2.440 2.685
H -2.970 1.441 1.098
H -3.249 3.284 -0.519
H -3.851 2.773 -2.859
H -4.078 0.440 -3.610
H -3.645 -1.425 -2.058
H -1.156 -3.863 -0.078
H -2.010 -6.102 -0.687
H -4.440 -6.520 -0.743
H -6.041 -4.718 -0.218
H -5.226 -2.469 0.363
Cl 0.287 -0.318 -2.030
C 1.289 0.905 -1.257
C 0.933 1.194 0.040
C 1.689 2.236 0.712
Cl 1.248 2.660 2.286
C 2.759 2.886 0.130
Cl 3.638 4.069 0.981
C 3.102 2.547 -1.194
Cl 4.376 3.289 -1.959
C 2.329 1.515 -1.926
Cl 2.711 1.107 -3.493
```



Record 4
This record from the OMol25 dataset describes a structure of composition C30H21CoN4P. The level of theory is ωB97M-V/def2-TZVPD.

Computed properties:
E_tot: -3098.88116 Eh
2S+1: 4
⟨S²⟩: 3.8221
energy above the lowest of the compared OMol25 structures with the same formula, charge and spin: 0.0 kJ/mol
lowest unoccupied orbital energy (alpha / beta): 4.66 / 4.65 eV
total charge: -2
orbital gap (alpha / beta): 0.1508 / 0.2039 Eh
max |F|: 0.16 eV/A
molar mass: 527.4 g/mol

Geometry as XYZ:
```
57
C30H21CoN4P ωB97M-V/def2-TZVPD
Co -1.139 -1.285 1.193
C 4.719 0.728 0.374
C 3.759 0.798 1.376
C 2.461 0.382 1.127
C 2.089 -0.097 -0.130
C 3.061 -0.163 -1.128
C 4.365 0.243 -0.878
P 0.316 -0.543 -0.354
C 0.479 -1.710 -1.783
C 1.118 -2.937 -1.597
C 1.216 -3.853 -2.632
C 0.658 -3.564 -3.873
C 0.004 -2.356 -4.062
C -0.084 -1.434 -3.025
C -0.411 0.931 -1.010
C 0.173 1.809 -1.911
C -0.597 2.760 -2.591
C -1.994 2.728 -2.482
C -2.655 1.865 -1.592
C -4.029 1.662 -1.559
C -4.612 0.683 -0.704
C -3.888 -0.057 0.177
C -2.434 0.143 0.395
C -1.819 1.147 -0.585
H 5.737 1.046 0.568
H 4.020 1.177 2.358
H 1.715 0.433 1.913
H 2.794 -0.537 -2.110
H 5.108 0.186 -1.667
H 1.534 -3.172 -0.623
H 1.717 -4.801 -2.469
H 0.726 -4.283 -4.682
H -0.443 -2.126 -5.023
H -0.595 -0.487 -3.165
H 1.235 1.729 -2.133
H -0.121 3.444 -3.285
H -2.600 3.351 -3.138
H -4.662 2.206 -2.256
H -5.677 0.486 -0.811
H -4.377 -0.867 0.711
N -0.871 -4.962 6.351
C -0.997 -4.819 5.204
N -1.142 -4.795 3.897
C -1.160 -3.679 3.238
N -1.176 -2.744 2.545
N -2.112 1.548 0.813
C -1.093 1.792 1.712
C -0.156 2.811 1.469
C 0.801 3.128 2.416
C 0.870 2.440 3.626
C -0.041 1.419 3.867
C -1.009 1.095 2.926
H -0.199 3.332 0.520
H 1.521 3.911 2.199
H 1.627 2.689 4.361
H 0.000 0.862 4.796
H -1.729 0.308 3.123
```



Q: max |F| of number 2 (C30H21Cl2F9IrN4O3P)?
A: 0.69 eV/A



Q: Number 1 is which compound?
A: C30H20F12N3O2RuSe2